Entry 1:
84
Properties=species:S:1:pos:R:3:lowdin_charge:R:1 method="wB97M-V/def2-TZVPD" lumo_ev="-6.49 / -8.95" energy_ev=-82194.083 homo_ev="-12.278 / -14.193" charge=+2 spin_multiplicity=5
Ir -2.17372 -0.68636 -2.88122 0.786
C -1.46367 4.33351 -2.17284 -0.038
C -1.38475 3.22825 -1.15959 -0.225
C -1.45768 3.47837 0.21246 0.111
C -1.34366 2.44965 1.18065 -0.172
N -1.17849 1.18568 0.81692 0.215
N -0.96541 1.00243 -0.52279 0.010
B -0.55735 -0.42429 -0.91331 -0.590
N -0.88787 -1.55331 0.05116 0.024
N 0.14452 -1.68156 0.97395 0.202
C 0.04040 -2.67962 1.82967 -0.157
C -1.10776 -3.54684 1.79729 0.095
C -2.03911 -3.49310 0.79759 -0.237
C -3.04138 -4.58716 0.65741 -0.045
C -1.92173 -2.42032 -0.13620 -0.531
S -2.90870 -2.35466 -1.53276 0.715
C 1.19478 -2.92515 2.84315 -0.571
C 0.62162 -2.84241 4.24581 -0.035
C 2.22414 -1.83484 2.56251 -0.068
C 1.80676 -4.30107 2.54546 -0.032
N 0.83659 -0.50541 -1.56576 0.011
N 1.80875 0.29903 -0.98999 0.217
C 2.98036 0.22645 -1.57270 -0.174
C 3.22323 -0.57117 -2.71975 0.075
C 2.23475 -1.20028 -3.41545 -0.225
C 2.48732 -1.79636 -4.77438 -0.038
C 0.95523 -1.15146 -2.76227 -0.544
S -0.38049 -1.94848 -3.53438 0.675
C 4.11570 1.08608 -0.97385 -0.568
C 5.23538 0.15883 -0.48401 -0.034
C 4.63952 1.97631 -2.10088 -0.038
C 3.59267 1.93643 0.17821 -0.055
C -1.21779 1.89092 -1.49298 -0.564
S -1.21485 1.38964 -3.15617 0.736
C -1.37963 2.76116 2.68222 -0.569
C -0.18701 3.66908 2.97867 -0.032
C -2.71472 3.43681 3.02057 -0.041
C -1.30280 1.42121 3.43126 -0.064
H -1.55337 5.28048 -1.60240 0.102
H -2.33566 4.21251 -2.85203 0.101
H -0.60808 4.40651 -2.85762 0.097
H -1.65329 4.46674 0.50459 0.115
H -1.23026 -4.26450 2.59241 0.129
H -3.00751 -5.18568 1.58808 0.100
H -2.83012 -5.28632 -0.16235 0.106
H -4.08331 -4.18931 0.51947 0.106
H 0.13000 -1.86287 4.44582 0.099
H 1.45449 -2.99570 4.98464 0.116
H -0.11021 -3.66025 4.42053 0.089
H 1.83514 -0.80443 2.70786 0.085
H 2.54445 -1.93731 1.50932 0.077
H 3.11988 -1.98672 3.19730 0.104
H 1.08528 -5.11558 2.80559 0.099
H 2.71959 -4.41234 3.17847 0.110
H 2.07932 -4.41765 1.49053 0.092
H 4.23674 -0.68078 -3.02769 0.125
H 3.44408 -1.38495 -5.15628 0.102
H 1.69101 -1.49623 -5.47647 0.085
H 2.54767 -2.91795 -4.74198 0.118
H 5.73449 -0.37611 -1.32892 0.097
H 4.88599 -0.59264 0.26157 0.094
H 5.98057 0.80039 0.03791 0.106
H 4.84568 1.43046 -3.05283 0.093
H 5.55727 2.51719 -1.76757 0.113
H 3.87099 2.72646 -2.33221 0.091
H 3.14878 1.29891 0.92568 0.064
H 2.74640 2.55459 -0.24112 0.095
H 4.37692 2.56974 0.64436 0.110
H -0.35521 4.70024 2.59145 0.095
H 0.71930 3.26017 2.50436 0.089
H -0.00182 3.78449 4.08398 0.116
H -2.75596 4.45486 2.50913 0.100
H -2.83221 3.58508 4.11909 0.107
H -3.58406 2.83696 2.65120 0.102
H -0.40300 0.83037 3.16023 0.071
H -2.18622 0.79769 3.14817 0.095
H -1.28814 1.58539 4.52894 0.103
N -3.88252 -0.17580 -3.26304 -0.159
C -5.01901 0.08215 -3.34989 -0.048
C -6.33943 0.37074 -3.51879 -0.158
C -7.00520 0.97631 -4.60580 -0.123
N -7.76406 1.50963 -5.30567 0.261
C -7.23475 -0.12836 -2.56545 -0.154
N -8.00379 -0.59256 -1.84624 0.259

=====

Entry 2:
75
Properties=species:S:1:pos:R:3:lowdin_charge:R:1 method="wB97M-V/def2-TZVPD" de_lowest_ev=2.547 lumo_ev="4.50 / 4.51" energy_ev=-57727.324 homo_ev="1.507 / 2.722" charge=-2
Ca 0.35280 0.78022 0.50219 1.163
N 0.72964 4.18290 -1.07482 0.076
N -1.50260 1.22456 -1.14536 -0.089
C 0.29625 -0.30815 2.26670 -0.342
C -0.47283 0.91607 2.41158 -0.348
C 0.41890 2.02633 2.19992 -0.351
C 0.07483 3.48533 2.29960 -0.064
H -1.01559 3.63805 2.35557 0.067
H 0.45277 4.04580 1.42656 0.053
H 0.51771 3.91724 3.21712 0.075
C 1.72243 1.51338 1.89462 -0.330
C 2.94877 2.34085 1.63442 -0.046
H 3.45487 2.61419 2.58109 0.078
H 2.68498 3.27170 1.10650 0.070
H 3.67542 1.79535 1.01023 0.058
C 1.64813 0.06155 1.95931 -0.339
C 2.80775 -0.88180 1.80554 -0.049
H 3.53899 -0.51056 1.06909 0.071
H 2.47181 -1.87755 1.47225 0.070
H 3.33453 -1.00911 2.77060 0.075
C -1.92273 1.00442 2.79440 -0.052
H -2.04354 1.16314 3.88353 0.075
H -2.45546 0.07570 2.53398 0.058
H -2.42928 1.83848 2.27934 0.069
C -0.20326 -1.70133 2.52052 -0.036
H 0.35158 -2.44419 1.92562 0.070
H -1.26872 -1.80574 2.26213 0.065
H -0.08757 -1.97116 3.58882 0.076
C 1.54182 4.89359 -1.86854 -0.183
H 1.96183 5.80928 -1.42815 0.090
C 1.85922 4.53616 -3.18627 -0.134
H 2.52573 5.16018 -3.78985 0.077
C 1.29276 3.35754 -3.69600 -0.121
H 1.50961 3.03140 -4.71932 0.097
C 0.45260 2.59863 -2.88059 -0.044
H 0.01280 1.66442 -3.24308 0.109
C 0.18936 3.03764 -1.56092 -0.293
C -0.62672 2.26861 -0.60260 -0.255
H -1.18344 2.92877 0.07807 0.100
C -1.16790 0.09880 -0.47440 -0.220
C -2.58966 1.03933 -1.99335 -0.043
H -3.00136 1.82127 -2.62878 0.110
C -2.94977 -0.27464 -1.83606 -0.051
H -3.72991 -0.86652 -2.31050 0.111
N -2.07290 -0.84484 -0.89064 -0.021
C -2.16597 -2.18617 -0.38772 -0.148
C -3.28412 -2.54190 0.39786 -0.211
C -3.33649 -3.84632 0.91808 -0.109
H -4.19203 -4.13002 1.54243 0.060
C -2.31873 -4.78400 0.67651 -0.277
C -2.40643 -6.18854 1.22929 -0.346
H -1.41797 -6.55342 1.55713 0.035
H -2.77592 -6.89156 0.45871 0.031
H -3.09816 -6.24138 2.08645 0.008
C -1.22405 -4.38850 -0.11146 -0.049
H -0.41759 -5.10484 -0.30941 0.096
C -1.12237 -3.09795 -0.65624 -0.197
C 0.08594 -2.69744 -1.46466 -0.046
H -0.18515 -2.03910 -2.30648 0.083
H 0.60503 -3.58617 -1.85833 0.075
H 0.79530 -2.12658 -0.84066 0.065
C -4.38652 -1.55211 0.69880 -0.116
H -5.10939 -1.48371 -0.13509 0.062
H -3.98489 -0.53817 0.85875 0.065
H -4.94524 -1.85759 1.59834 0.052
C 3.34869 1.65747 -1.63990 -0.090
C 2.79372 0.27218 -1.71808 -0.638
C 3.45758 -0.72534 -2.61677 -0.096
O 1.81886 -0.08960 -1.06622 -0.190
H 3.38033 2.09983 -2.65391 0.056
H 4.38600 1.62440 -1.24905 0.059
H 2.72401 2.29562 -0.99766 0.049
H 3.81531 -1.58646 -2.01450 0.055
H 2.72995 -1.08463 -3.37399 0.054
H 4.32567 -0.27328 -3.14229 0.057

=====

Entry 3:
79
Properties=species:S:1:pos:R:3:lowdin_charge:R:1 method="wB97M-V/def2-TZVPD" de_lowest_ev=0.187 lumo_ev=-0.14 energy_ev=-79407.619 homo_ev=-7.085
Ti -0.03218 -0.16842 -0.13004 0.880
C -2.27207 -3.32223 -1.85345 -0.198
C -0.74863 -3.29184 -1.67570 -0.196
C 0.01057 -2.28151 -2.53042 -0.215
N -0.05364 -0.88047 -2.11784 -0.069
C 0.17689 0.03846 -3.03762 -0.247
C 0.59347 -0.26332 -4.35632 -0.024
C 0.57600 0.49841 -5.51507 -0.089
C 0.10133 1.77902 -5.72439 -0.115
C -0.32717 2.64385 -4.72524 -0.086
C -0.25588 2.50788 -3.35585 -0.018
C 0.18181 1.43052 -2.54269 -0.215
N 0.51681 1.55392 -1.26907 -0.018
C 0.94465 2.86826 -0.77049 -0.194
C 0.27483 3.33757 0.51560 -0.139
C 0.31546 2.22070 1.55265 -0.214
N -0.66537 1.22457 1.15268 -0.114
C -1.94487 1.28647 1.49971 -0.215
C -2.42019 2.19026 2.46187 -0.001
C -3.66884 2.32966 3.05029 -0.078
C -4.82746 1.60260 2.86728 -0.106
C -4.99790 0.56294 1.96266 -0.074
C -4.13175 0.05020 1.02087 -0.004
C -2.79493 0.38260 0.69412 -0.232
N -2.17346 -0.11275 -0.36701 -0.076
C -2.94623 -0.87351 -1.33814 -0.214
C -3.09850 -2.36669 -0.99120 -0.189
H -2.60987 -4.33565 -1.62143 0.107
H -2.51566 -3.15784 -2.91036 0.113
H -0.36546 -4.26665 -1.99061 0.113
H -0.48937 -3.18990 -0.62261 0.034
H -0.37694 -2.37230 -3.55011 0.113
H 1.06749 -2.58040 -2.56509 0.123
H 0.97491 -1.26572 -4.48995 0.094
H 0.94490 -0.01782 -6.39552 0.105
H 0.06797 2.13941 -6.74434 0.095
H -0.72805 3.59365 -5.06370 0.106
H -0.59344 3.37204 -2.79890 0.105
H 0.85151 3.62999 -1.54196 0.104
H 2.01066 2.77669 -0.54871 0.089
H -0.76190 3.64314 0.34689 0.116
H 0.82740 4.21177 0.86898 0.120
H 0.17358 2.56115 2.57565 0.103
H 1.30691 1.75827 1.54499 0.092
H -1.68308 2.88710 2.83359 0.097
H -3.72631 3.12036 3.79124 0.106
H -5.67761 1.86219 3.48499 0.097
H -5.97236 0.08574 1.98070 0.107
H -4.54912 -0.75650 0.43526 0.091
H -2.44172 -0.77463 -2.29920 0.103
H -3.92947 -0.41036 -1.46116 0.112
H -4.14930 -2.65085 -1.09984 0.107
H -2.83773 -2.51418 0.05973 0.090
N 3.92107 1.59563 -1.99218 0.175
C 3.50249 0.93589 -0.87821 -0.567
O 3.58114 1.45044 0.22558 0.025
C 2.98762 -0.46679 -1.11010 -0.190
C 1.97188 -0.90367 -0.06738 -0.296
H 4.36522 2.49126 -1.88576 0.111
H 3.86296 1.17869 -2.90306 0.100
H 3.87331 -1.11632 -1.10168 0.123
H 2.57872 -0.52383 -2.12471 0.086
H 2.31883 -0.61941 0.93394 0.034
H 1.88314 -1.99223 -0.05628 0.030
C 3.34657 -3.31078 5.06085 -0.047
C 2.68913 -2.02270 4.65375 -0.277
C 1.36048 -1.76614 4.95368 -0.043
C 0.78115 -0.58603 4.51686 -0.171
N 1.43324 0.34692 3.82400 0.065
C 2.71230 0.09686 3.53978 -0.151
C 3.37245 -1.05853 3.92937 -0.031
H 2.95431 -3.66990 6.01194 0.077
H 4.42588 -3.19294 5.15063 0.076
H 3.15551 -4.08067 4.31029 0.087
H 0.77207 -2.48635 5.50868 0.111
H -0.26574 -0.38636 4.71845 0.104
H 3.23106 0.84421 2.94701 0.100
H 4.41065 -1.20638 3.65818 0.111
Cl -0.37614 -1.84670 1.48064 0.177